The following is a quantum chemistry calculation of a cluster of 4 separate species, C18H21BrF25O3P in total at a distorted geometry, from the OMol25 dataset.

Cartesian coordinates (Å):
F 0.510 2.751 1.050
C 1.234 3.790 1.496
F 1.273 3.676 2.845
C 0.638 5.150 1.110
F -0.568 5.323 1.693
F 1.459 6.095 1.646
C 0.517 5.490 -0.397
O -0.760 5.324 -1.038
C -1.132 4.086 -1.573
F -0.090 3.249 -1.590
F -1.448 4.312 -2.865
C -2.360 3.496 -0.871
F -2.147 3.320 0.444
F -2.655 2.280 -1.394
H 2.256 3.692 1.121
H 0.685 6.566 -0.456
H 1.322 5.049 -0.985
H -3.227 4.150 -0.985
F -3.115 -2.807 3.003
C -2.008 -3.533 3.205
F -1.936 -3.756 4.541
C -0.729 -2.834 2.728
F -0.503 -1.709 3.437
F 0.303 -3.685 3.023
C -0.613 -2.505 1.218
O -0.897 -1.166 0.779
C -2.206 -0.769 0.472
F -3.016 -1.838 0.431
F -2.164 -0.293 -0.788
C -2.716 0.340 1.396
F -2.708 -0.039 2.686
F -3.995 0.657 1.081
H -2.130 -4.501 2.710
H 0.444 -2.619 0.988
H -1.115 -3.247 0.596
H -2.097 1.232 1.302
F 3.844 -5.012 0.353
C 3.048 -4.365 1.214
F 2.374 -3.440 0.483
C 3.816 -3.672 2.345
F 4.616 -2.700 1.855
F 2.889 -3.047 3.125
C 4.643 -4.567 3.303
O 6.062 -4.677 3.095
C 6.591 -5.629 2.212
F 5.640 -6.490 1.826
F 7.476 -6.350 2.925
C 7.331 -4.984 1.036
F 6.529 -4.178 0.321
F 7.789 -5.939 0.196
H 2.319 -5.074 1.616
H 4.574 -4.074 4.274
H 4.183 -5.544 3.452
H 8.176 -4.391 1.392
C -4.885 4.345 -3.823
C -4.793 2.768 -3.960
C -3.860 2.459 -5.175
F -4.583 1.820 -6.206
P -2.308 1.422 -4.773
Br -0.395 0.177 -4.482
H -3.857 4.704 -3.605
H -5.641 4.673 -3.086
H -5.134 4.726 -4.839
H -5.834 2.436 -4.188
H -4.490 2.270 -3.019
H -3.488 3.419 -5.616
H -3.044 0.206 -4.937
H -2.216 1.954 -3.462
H -1.678 2.026 -5.912

Calculated values
HOMO-LUMO gap (eV): 9.66
Total charge: 0
E_HOMO (hartree): -0.33699
LUMO energy (eV): 0.488
SMILES: FC(F)C(F)(F)COC(F)(F)C(F)F.FC(F)C(F)(F)COC(F)(F)C(F)F.FC(F)C(F)(F)COC(F)(F)C(F)F.CC[C@H](F)[PH3]Br

***

The following is a quantum chemistry calculation of a structure of composition C63H58AsNO9P3S2V at a distorted geometry, from the OMol25 dataset.

Cartesian coordinates (Å):
V 0.530 0.831 1.018
C 5.007 -4.568 -0.462
C 3.741 -4.060 -1.096
C 3.677 -2.780 -1.646
C 2.496 -2.278 -2.162
C 1.344 -3.055 -2.121
C 1.396 -4.349 -1.635
C 2.592 -4.842 -1.123
S -0.268 -2.522 -2.784
O -1.131 -3.723 -2.662
C 0.411 -2.395 -4.440
C 0.763 -3.629 -5.040
C 1.600 -3.640 -6.108
C 2.203 -2.429 -6.553
C 3.169 -2.440 -7.589
C 3.767 -1.286 -8.001
C 3.432 -0.064 -7.376
C 2.484 -0.023 -6.395
C 1.823 -1.205 -5.964
C 0.804 -1.189 -4.937
C 0.149 0.145 -4.686
C -0.287 0.791 -5.920
C -0.464 0.051 -7.124
C -0.847 0.663 -8.282
C -1.061 2.058 -8.321
C -0.943 2.789 -7.177
C -0.584 2.169 -5.955
C -0.535 2.911 -4.745
C -0.318 2.262 -3.580
C -0.005 0.873 -3.539
S -0.080 0.220 -1.854
O 0.688 1.263 -1.009
C -1.782 0.769 -1.592
C -2.780 0.422 -2.485
C -4.045 0.972 -2.347
C -4.333 1.875 -1.329
C -5.666 2.574 -1.254
C -3.332 2.164 -0.403
C -2.068 1.614 -0.523
H 5.875 -4.002 -0.797
H 5.171 -5.622 -0.688
H 4.946 -4.468 0.625
H 4.569 -2.164 -1.670
H 2.508 -1.302 -2.629
H 0.503 -4.966 -1.669
H 2.625 -5.853 -0.731
H 0.350 -4.538 -4.619
H 1.854 -4.572 -6.600
H 3.427 -3.389 -8.044
H 4.502 -1.303 -8.795
H 3.928 0.849 -7.680
H 2.253 0.924 -5.922
H -0.325 -1.021 -7.120
H -0.991 0.072 -9.177
H -1.335 2.538 -9.251
H -1.138 3.856 -7.178
H -0.725 3.979 -4.761
H -0.356 2.799 -2.644
H -2.570 -0.253 -3.308
H -4.814 0.716 -3.066
H -6.348 2.216 -2.024
H -5.532 3.648 -1.393
H -6.138 2.428 -0.280
H -3.538 2.851 0.413
H -1.325 1.912 0.217
N -1.954 -2.543 3.370
C -0.646 -1.794 3.181
C 0.402 -2.293 4.177
P -1.049 -0.033 3.518
O -2.268 0.205 2.466
O -1.610 0.112 4.875
O 0.151 0.761 3.025
P -0.031 -2.009 1.433
O -0.620 -3.497 1.207
O 1.442 -1.963 1.468
O -0.742 -1.002 0.543
H -2.188 -2.596 4.362
H -1.878 -3.472 2.951
H -2.703 -2.041 2.885
H 0.049 -2.163 5.203
H 1.308 -1.707 4.051
H 0.660 -3.339 3.997
H -2.992 0.626 2.953
H -0.662 -3.787 0.317
C -0.321 3.892 2.456
C -0.052 5.265 3.059
As -1.768 6.113 3.534
C -1.122 7.945 3.712
C -2.034 8.984 3.539
C -1.638 10.304 3.692
C -0.322 10.601 4.028
C 0.592 9.573 4.206
C 0.193 8.249 4.054
C -2.413 6.239 1.692
C -1.669 6.836 0.675
C -2.174 6.903 -0.616
C -3.431 6.380 -0.904
C -4.177 5.781 0.101
C -3.666 5.710 1.394
P 1.099 3.093 1.599
C 2.472 3.117 2.794
C 3.793 3.079 2.345
C 4.838 2.936 3.244
C 4.574 2.808 4.601
C 3.263 2.828 5.055
C 2.217 2.981 4.157
C 1.516 4.358 0.355
C 2.457 5.371 0.547
C 2.614 6.371 -0.405
C 1.827 6.375 -1.550
C 0.879 5.381 -1.739
C 0.725 4.383 -0.789
H -1.078 3.986 1.670
H -0.695 3.190 3.201
H 0.457 5.907 2.341
H 0.574 5.198 3.948
H -3.063 8.763 3.277
H -2.356 11.102 3.551
H -0.012 11.631 4.152
H 1.619 9.798 4.466
H 0.919 7.461 4.211
H -0.695 7.263 0.890
H -1.590 7.375 -1.397
H -3.833 6.456 -1.907
H -5.161 5.383 -0.115
H -4.253 5.250 2.181
H 4.008 3.153 1.285
H 5.859 2.915 2.883
H 5.389 2.685 5.303
H 3.051 2.716 6.111
H 1.198 2.976 4.524
H 3.064 5.389 1.442
H 3.351 7.149 -0.249
H 1.952 7.156 -2.289
H 0.258 5.383 -2.627
H -0.020 3.613 -0.932
O 3.496 0.131 1.122
C 2.390 0.347 1.105

Calculated values
HOMO-LUMO gap (spin up / spin down) (eV): 7.94 / 7.94
ΔE to the lowest compared entry with this formula, charge and spin (kcal per mole): 0.00
Total charge: +1
E_HOMO (spin up / spin down) (hartree): -0.37518 / -0.37517
<S²>: 3.76
LUMO energy (spin up / spin down) (eV): -2.272 / -2.268
Spin multiplicity: 4

***

The following is a quantum chemistry calculation of a cluster of 4 separate species, C22H41F3O15P2S4 in total at a distorted geometry, from the OMol25 dataset.

Cartesian coordinates (Å):
C -3.538 2.102 1.135
C -2.707 1.622 2.411
C -1.233 1.310 1.985
C -0.783 -0.185 1.979
P 1.017 0.033 1.324
P 1.830 -1.731 0.385
O 0.946 -2.472 -0.541
O 3.143 -1.222 -0.518
O 2.500 -2.677 1.577
O -0.506 -0.823 3.268
C -0.327 -2.189 3.023
O 0.214 -2.930 3.725
O -0.950 -2.487 1.790
C -1.665 -1.309 1.381
C -1.794 -0.993 -0.140
C -2.160 -2.226 -1.047
C -2.321 -1.654 -2.524
S -0.759 -1.541 -3.423
O 0.204 -0.621 -2.840
O -1.091 -1.047 -4.756
O -0.088 -3.024 -3.671
C -3.102 -1.619 1.945
F -4.111 -0.896 1.397
F -3.380 -2.932 1.633
F -3.233 -1.546 3.297
H -2.953 2.024 0.192
H -3.796 3.185 1.266
H -4.523 1.577 1.058
H -2.664 2.529 3.070
H -3.225 0.841 3.001
H -0.972 1.734 0.982
H -0.544 1.831 2.706
H 1.757 0.259 2.530
H 3.359 -0.318 -0.208
H 3.167 -3.277 1.199
H -0.855 -0.577 -0.594
H -2.574 -0.218 -0.358
H -3.154 -2.673 -0.808
H -1.409 -3.043 -1.005
H -2.939 -2.418 -3.056
H -2.921 -0.719 -2.533
H 0.806 -2.918 -3.277
O -3.926 -2.167 -4.960
S -4.383 -0.971 -5.623
O -4.317 0.327 -4.996
C -3.611 -0.881 -7.229
C -4.556 -1.651 -8.144
C -5.970 -1.214 -7.747
C -6.051 -1.256 -6.218
H -2.611 -1.309 -7.181
H -3.557 0.170 -7.513
H -4.349 -1.447 -9.195
H -4.443 -2.726 -7.980
H -6.147 -0.193 -8.098
H -6.732 -1.851 -8.199
H -6.709 -0.482 -5.826
H -6.373 -2.233 -5.861
O 4.906 1.406 1.258
S 5.335 2.067 0.045
O 4.444 2.888 -0.734
C 6.821 2.994 0.395
C 7.951 2.000 0.151
C 7.580 1.255 -1.135
C 6.107 0.851 -1.024
H 6.791 3.370 1.416
H 6.868 3.825 -0.310
H 8.914 2.504 0.064
H 8.013 1.293 0.983
H 7.716 1.920 -1.992
H 8.216 0.383 -1.294
H 5.612 0.859 -1.994
H 5.994 -0.128 -0.558
O 0.583 2.550 4.043
S 0.884 2.782 5.438
O 0.752 4.084 6.042
C -0.019 1.591 6.415
C 0.915 0.389 6.501
C 2.312 0.964 6.760
C 2.517 2.128 5.785
H -0.970 1.363 5.936
H -0.189 2.030 7.399
H 0.608 -0.300 7.288
H 0.910 -0.157 5.553
H 2.369 1.330 7.789
H 3.088 0.208 6.638
H 3.133 2.914 6.218
H 2.952 1.791 4.844

Calculated values
HOMO-LUMO gap (eV): 9.58
Total charge: 0
E_HOMO (hartree): -0.33895
LUMO energy (eV): 0.357
SMILES: CCC[C@@]1(PP(=O)(O)O)OC(=O)O[C@@]1(CCCS(=O)(=O)O)C(F)(F)F.O=S1(=O)CCCC1.O=S1(=O)CCCC1.O=S1(=O)CCCC1

***

The following is a quantum chemistry calculation of a structure of composition C8H12N2PTi at a distorted geometry, from the OMol25 dataset.

Cartesian coordinates (Å):
C 0.113 -0.259 -1.228
C -1.128 -0.955 -1.664
C -0.882 -2.341 -1.728
C 0.524 -2.503 -1.419
C 1.120 -1.254 -1.058
Ti 1.406 1.172 0.996
P -0.412 2.647 0.369
H 0.378 0.812 -1.439
H -2.058 -0.389 -1.703
H -1.540 -3.181 -2.049
H 2.197 -0.951 -0.800
H 0.975 -3.449 -1.247
H -1.712 2.458 1.009
H -0.801 2.436 -1.031
H -0.135 4.097 0.344
N -0.876 -0.770 3.762
C -0.724 -1.963 3.075
C 0.047 -1.712 1.983
N 0.390 -0.345 2.033
C -0.288 0.220 3.043
H -1.417 -0.608 4.597
H -1.161 -2.899 3.359
H 0.475 -2.352 1.236
H -0.160 1.264 3.372

Calculated values
HOMO-LUMO gap (spin up / spin down) (eV): 3.78 / 3.41
ΔE to the lowest compared entry with this formula, charge and spin (kcal per mole): 13.66
Total charge: -1
E_HOMO (spin up / spin down) (hartree): -0.04178 / -0.02618
<S²>: 2.06
LUMO energy (spin up / spin down) (eV): 2.643 / 2.696
Spin multiplicity: 3

***

The following is a quantum chemistry calculation of a structure of composition C23H34Cl2N3O3Y at a distorted geometry, from the OMol25 dataset.

Cartesian coordinates (Å):
O 2.535 1.442 -1.185
C 1.556 1.657 -1.997
C 1.134 3.111 -2.132
C 0.632 3.806 -1.027
H 0.329 3.260 -0.142
C 0.509 5.215 -1.054
H 0.126 5.780 -0.158
C 0.873 5.935 -2.225
H 0.801 7.030 -2.261
C 1.334 5.233 -3.357
H 1.619 5.770 -4.286
C 1.435 3.827 -3.305
H 1.754 3.286 -4.195
H 1.936 1.265 -3.012
C -0.178 -0.487 -3.293
C -0.456 0.611 -2.325
H -0.417 -0.052 -4.291
H -0.739 -1.476 -3.230
H 0.874 -0.750 -3.328
C -1.460 1.495 -2.632
C -2.562 1.333 -3.696
H -1.531 2.535 -2.220
H -2.505 2.106 -4.487
H -3.560 1.490 -3.241
H -2.623 0.358 -4.199
Y -1.260 -0.382 -0.421
Cl -2.087 1.678 0.709
Cl -3.131 -1.437 -1.628
C -3.252 -1.155 1.669
O -2.027 -1.361 1.411
N -4.001 -2.020 2.327
C -3.472 -3.307 2.770
C -5.415 -1.717 2.531
H -3.733 -0.224 1.312
H -2.407 -3.358 2.531
H -4.001 -4.126 2.268
H -3.611 -3.405 3.852
H -5.581 -0.714 2.133
H -5.677 -1.727 3.596
H -6.071 -2.425 2.002
H 1.508 -5.121 -0.691
H 3.883 -4.117 -0.505
C 1.362 -4.351 -1.473
C 3.586 -3.330 -1.198
N 2.145 -3.150 -1.141
H 0.277 -4.140 -1.589
C 1.610 -2.043 -0.665
O 0.380 -1.895 -0.446
H 4.050 -2.391 -0.924
H 2.326 -1.219 -0.507
H 1.764 -4.756 -2.415
H 3.877 -3.615 -2.210
C 3.100 0.143 5.531
C 2.243 0.149 4.287
C 2.831 0.295 3.008
C 2.006 0.277 1.895
N 0.695 0.129 1.942
C 0.120 0.009 3.148
C 0.839 0.000 4.340
H 3.829 -0.696 5.526
H 3.693 1.078 5.630
H 2.475 0.041 6.443
H 3.895 0.412 2.880
H 2.447 0.405 0.910
H -0.950 -0.084 3.158
H 0.319 -0.130 5.280

Calculated values
HOMO-LUMO gap (eV): 7.37
ΔE to the lowest compared entry with this formula, charge and spin (kcal per mole): 0.00
Total charge: 0
E_HOMO (hartree): -0.26128
LUMO energy (eV): 0.259

***

The following is a quantum chemistry calculation of a cluster of 5 separate species, H9O4S in total at a distorted geometry, from the OMol25 dataset.

Cartesian coordinates (Å):
S -0.208 -0.205 -0.374
H 0.133 -0.556 0.833
H -1.025 1.228 -2.636
H -0.709 2.698 -2.828
O -1.020 1.922 -3.301
H -1.232 -2.984 2.928
H -0.385 -1.730 3.118
O -0.696 -2.511 3.573
H 2.175 -2.592 -1.062
H 1.864 -1.137 -1.239
O 2.384 -1.861 -1.644
H 0.224 3.027 0.849
H -0.798 1.893 1.050
O -0.706 2.806 0.733

Calculated values
HOMO-LUMO gap (eV): 7.34
ΔE to the lowest compared entry with this formula, charge and spin (kcal per mole): 24.60
Total charge: -1
E_HOMO (hartree): -0.13656
LUMO energy (eV): 3.627

***

The following is a quantum chemistry calculation of a cluster of 2 separate species, C3H5NO2 in total at a distorted geometry, from the OMol25 dataset.

Cartesian coordinates (Å):
C -0.722 0.415 -0.975
C -0.092 -0.791 -1.235
N 0.591 -1.725 -1.203
O 1.305 -2.659 -1.403
H -1.657 0.368 -0.369
H -1.035 0.847 -1.872
H -0.093 1.109 -0.545
C 1.456 -0.175 2.609
O 2.284 0.569 2.253
H 0.814 -0.528 1.809
H 1.206 -0.230 3.699

Calculated values
HOMO-LUMO gap (eV): 10.11
ΔE to the lowest compared entry with this formula, charge and spin (kcal per mole): 112.22
Total charge: 0
E_HOMO (hartree): -0.34980
LUMO energy (eV): 0.586
SMILES: CC#[N+][O-].C=O

***

The following is a quantum chemistry calculation of the ion C6H12N with charge +1 at a distorted geometry, from the OMol25 dataset.

Cartesian coordinates (Å):
C 0.722 0.908 0.252
C 1.823 1.630 -0.003
C -0.737 1.264 0.267
C 0.720 -0.605 0.222
C -1.344 0.124 -0.482
C -2.405 -0.578 0.119
N 1.935 -1.277 -0.215
H 2.767 1.084 -0.192
H 1.654 2.758 0.165
H -1.187 1.507 1.286
H -0.882 2.286 -0.150
H 0.244 -1.227 1.009
H -1.154 0.033 -1.504
H -2.479 -0.366 1.273
H -2.553 -1.629 -0.312
H -3.335 -0.166 -0.281
H 2.632 -1.795 0.458
H 2.400 -0.772 -0.929
H 1.652 -2.188 -0.749

Calculated values
HOMO-LUMO gap (spin up / spin down) (eV): 7.71 / 7.71
ΔE to the lowest compared entry with this formula, charge and spin (kcal per mole): 105.20
Total charge: +1
E_HOMO (spin up / spin down) (hartree): -0.43387 / -0.43394
LUMO energy (spin up / spin down) (eV): -4.100 / -4.098